A cluster of 2 separate species, C16H18BBrN2O12P in total. Source: the OMol25 dataset; level of theory: ωB97M-V with the def2-TZVPD basis set.

CARTESIAN COORDINATES (ANGSTROEM)
C 2.773 -3.328 0.044
C 3.346 -3.140 -1.368
C 4.454 -2.086 -1.449
C 3.997 -0.622 -1.650
C 2.708 -0.258 -0.988
C 2.613 0.371 0.185
N 3.740 0.759 0.950
C 3.816 0.094 2.266
C 5.162 -0.580 2.467
C 1.276 0.787 0.727
O 1.230 1.684 1.534
C 0.062 0.029 0.267
P -1.432 -0.043 1.308
N -2.782 -0.141 0.572
O -1.338 1.280 2.174
O -1.079 -1.228 2.343
C 0.187 -0.619 -0.899
Br -1.107 -1.724 -1.672
C 1.449 -0.547 -1.713
O 1.427 -0.726 -2.905
H 2.695 -2.372 0.563
H 3.425 -3.975 0.631
H 1.790 -3.798 0.014
H 3.761 -4.094 -1.695
H 2.552 -2.888 -2.069
H 5.090 -2.143 -0.561
H 5.091 -2.334 -2.300
H 3.887 -0.446 -2.720
H 4.763 0.050 -1.265
H 3.690 1.759 1.101
H 3.018 -0.650 2.357
H 3.636 0.815 3.064
H 5.957 0.165 2.451
H 5.196 -1.095 3.427
H 5.348 -1.305 1.674
H -3.263 -0.993 0.839
H -2.262 1.505 2.388
H -0.407 -1.835 2.009
B -6.492 2.588 -0.930
O -7.797 2.282 -0.309
C -7.624 1.995 0.971
O -8.479 1.705 1.759
C -6.117 2.101 1.272
O -5.599 1.906 2.336
O -5.499 2.447 0.156
O -6.207 1.682 -2.059
C -6.037 2.388 -3.166
O -5.797 1.954 -4.256
C -6.212 3.877 -2.804
O -6.129 4.800 -3.562
O -6.475 3.947 -1.508

For the HOMO energy, the calculation gives -6.862 eV. Its charge is -1. The value obtained for the HOMO-LUMO gap is 0.2558 Ha. Its largest force on an atom is 0.0193 Eh/bohr. As for the energy: -4573.46968 Eh.

=====

A structure of composition C16H18Cl3F6NO6RuS2. Source: the OMol25 dataset; level of theory: ωB97M-V with the def2-TZVPD basis set.

CARTESIAN COORDINATES (ANGSTROEM)
Ru -0.071 0.121 0.189
C -2.525 1.788 -1.867
C -2.235 0.954 -0.659
C -2.362 -0.451 -0.728
C -2.578 -1.141 -2.046
C -2.342 -1.192 0.456
C -2.809 -2.604 0.493
C -1.857 -0.578 1.654
C -1.594 -1.449 2.845
C -1.678 0.821 1.716
C -1.386 1.520 3.022
C -1.863 1.595 0.554
C -1.682 3.088 0.583
H -3.058 2.691 -1.576
H -3.133 1.249 -2.587
H -1.601 2.095 -2.359
H -3.641 -1.214 -2.287
H -2.164 -2.147 -2.022
H -2.084 -0.600 -2.848
H -1.960 -3.289 0.453
H -3.466 -2.826 -0.343
H -3.342 -2.798 1.424
H -2.524 -1.628 3.392
H -0.880 -0.998 3.526
H -1.197 -2.412 2.535
H -1.506 0.864 3.876
H -2.082 2.350 3.141
H -0.379 1.939 3.056
H -2.643 3.583 0.753
H -1.276 3.451 -0.357
H -1.005 3.396 1.375
F 2.105 3.072 0.264
C 2.550 2.926 -0.993
F 2.148 3.990 -1.689
F 3.869 2.884 -0.981
S 1.799 1.433 -1.821
O 0.381 1.703 -1.404
O 2.314 1.584 -3.136
N 3.142 -0.713 -0.898
S 2.138 -1.555 -2.295
O 2.965 -1.383 -3.449
O 1.100 -0.387 -2.146
C 4.932 -2.842 -0.627
F 5.738 -1.846 -0.945
F 5.623 -3.828 -0.094
F 4.321 -3.285 -1.723
Cl 1.591 0.258 1.818
C 2.785 -1.010 1.548
Cl 0.254 -2.129 0.244
Cl 3.164 -1.840 2.993
C 3.262 -1.347 0.336
O 4.005 -2.476 0.338
O 2.736 0.615 -0.704

For the HOMO energy (alpha / beta), the calculation gives -11.589 / -11.579 eV. Its charge is +1. The value obtained for the HOMO-LUMO gap (alpha / beta) is 0.2119 / 0.2239 Ha. The spin multiplicity is 2. Its largest force on an atom is 0.0789 Eh/bohr. As for the energy: -3997.30203 Eh.